# 1
{"formula": "C19H19F7NO7S2", "method": "wB97M-V/def2-TZVPD", "species": ["C", "O", "C", "C", "C", "C", "C", "C", "C", "C", "C", "C", "C", "C", "C", "O", "C", "F", "C", "C", "O", "H", "H", "H", "H", "H", "H", "H", "H", "H", "H", "H", "H", "H", "H", "H", "H", "H", "H", "H", "C", "F", "F", "F", "S", "O", "O", "N", "S", "O", "O", "C", "F", "F", "F"], "positions_angstrom": [[-1.671, 0.985, 4.500], [-1.643, 1.783, 3.239], [-2.853, 2.626, 3.131], [-3.051, 3.286, 1.608], [-3.036, 2.062, 0.516], [-4.470, 1.770, -0.220], [-4.665, 0.243, -0.786], [-3.589, -0.149, -2.003], [-3.090, -1.723, -1.821], [-4.101, -2.925, -1.271], [-3.670, -4.496, -1.067], [-2.089, -4.897, -1.393], [-1.061, -3.721, -1.946], [-1.540, -2.138, -2.192], [-0.388, -1.133, -2.794], [-0.647, 0.055, -3.408], [1.237, -1.526, -2.747], [2.248, -0.448, -2.970], [1.675, -2.949, -2.524], [0.526, -4.135, -2.270], [0.860, -5.444, -2.278], [-1.498, 1.664, 5.446], [-0.874, 0.124, 4.525], [-2.734, 0.485, 4.639], [-3.821, 2.040, 3.450], [-2.673, 3.542, 3.875], [-3.975, 4.002, 1.536], [-2.056, 3.920, 1.430], [-2.281, 2.396, -0.346], [-2.642, 1.045, 0.943], [-5.357, 2.095, 0.501], [-4.566, 2.489, -1.168], [-4.543, -0.483, 0.154], [-5.765, 0.137, -1.193], [-3.994, 0.097, -3.072], [-2.622, 0.507, -1.763], [-5.211, -2.627, -1.034], [-4.422, -5.344, -0.706], [-1.677, -6.006, -1.243], [2.827, -3.262, -2.512], [5.004, -0.925, -0.764], [4.578, -2.220, -0.693], [5.793, -0.842, -1.877], [3.897, -0.172, -1.038], [5.868, -0.367, 0.742], [7.024, -1.259, 0.855], [4.876, -0.511, 1.811], [6.164, 1.109, 0.247], [6.930, 1.971, 1.333], [8.321, 1.598, 1.601], [6.161, 2.360, 2.518], [7.049, 3.500, 0.344], [5.822, 3.985, -0.013], [7.726, 3.309, -0.829], [7.688, 4.515, 0.993]], "total_charge": -1, "lumo_ha": -0.0152}

# 2
{"formula": "C19H19GaN5", "method": "wB97M-V/def2-TZVPD", "species": ["Ga", "C", "N", "C", "C", "C", "C", "C", "C", "N", "C", "C", "C", "C", "C", "C", "N", "C", "C", "C", "C", "C", "N", "H", "H", "H", "H", "H", "H", "H", "H", "H", "H", "H", "H", "H", "H", "H", "H", "H", "H", "N", "C", "H"], "positions_angstrom": [[0.097, -0.661, 0.205], [-0.180, 2.149, -0.407], [0.399, 0.954, -1.103], [-0.289, 0.643, -2.391], [-1.166, -0.584, -2.309], [-2.058, -0.870, -3.325], [-2.771, -2.056, -3.285], [-2.576, -2.928, -2.217], [-1.691, -2.574, -1.230], [-0.989, -1.419, -1.266], [1.873, 1.092, -1.280], [2.623, 0.571, -0.082], [3.906, 0.993, 0.201], [4.594, 0.404, 1.252], [3.968, -0.588, 2.000], [2.684, -0.952, 1.674], [2.014, -0.387, 0.646], [-1.024, 1.818, 0.802], [-1.763, 2.800, 1.435], [-2.506, 2.467, 2.556], [-2.497, 1.154, 3.021], [-1.742, 0.225, 2.349], [-1.014, 0.552, 1.257], [-0.782, 2.723, -1.111], [0.639, 2.801, -0.096], [0.467, 0.456, -3.154], [-0.868, 1.499, -2.733], [-2.180, -0.173, -4.144], [-3.469, -2.302, -4.075], [-3.109, -3.866, -2.150], [-1.533, -3.227, -0.384], [2.144, 2.129, -1.482], [2.173, 0.508, -2.151], [4.363, 1.768, -0.401], [5.603, 0.716, 1.489], [4.468, -1.068, 2.829], [2.169, -1.708, 2.249], [-1.756, 3.812, 1.053], [-3.091, 3.222, 3.065], [-3.069, 0.856, 3.888], [-1.706, -0.807, 2.672], [-0.122, -3.413, 2.073], [-0.049, -2.467, 1.434], [-0.181, -4.263, 2.625]], "total_charge": 3, "lumo_ha": -0.3449}

# 3
{"formula": "C19H19IN7O2Pt", "method": "wB97M-V/def2-TZVPD", "species": ["Pt", "C", "C", "C", "C", "C", "H", "H", "H", "H", "H", "N", "C", "N", "C", "N", "C", "C", "C", "C", "N", "C", "N", "N", "N", "H", "H", "H", "H", "H", "H", "H", "H", "H", "H", "I", "C", "C", "C", "C", "C", "C", "C", "O", "O", "H", "H", "H", "H"], "positions_angstrom": [[0.047, 0.334, -0.305], [-0.411, -1.183, 2.128], [0.922, -0.823, 1.946], [0.988, 0.602, 1.741], [-0.344, 1.096, 1.792], [-1.202, -0.020, 2.029], [-0.782, -2.178, 2.307], [1.775, -1.480, 2.018], [1.882, 1.206, 1.780], [-0.625, 2.135, 1.861], [-2.272, 0.028, 2.153], [-1.128, 1.716, -1.130], [-1.596, 2.507, -1.872], [-2.110, 3.261, -2.687], [-2.565, 4.466, -2.862], [-2.979, 5.523, -3.080], [2.749, -2.008, -5.051], [3.766, -2.547, -4.047], [3.136, -3.589, -3.123], [4.431, -1.399, -3.267], [3.482, -0.684, -2.434], [2.932, -1.055, -1.279], [2.100, -0.097, -0.918], [2.159, 0.856, -1.880], [2.981, 0.509, -2.778], [2.373, -2.823, -5.667], [3.211, -1.274, -5.712], [1.900, -1.539, -4.548], [4.579, -3.027, -4.598], [2.217, -3.216, -2.665], [3.831, -3.896, -2.338], [2.879, -4.474, -3.702], [4.851, -0.673, -3.961], [5.233, -1.780, -2.634], [3.149, -1.953, -0.732], [-3.678, -5.974, -5.487], [-2.606, -4.634, -4.267], [-2.843, -4.631, -2.899], [-2.179, -3.711, -2.109], [-1.295, -2.799, -2.682], [-1.038, -2.844, -4.049], [-1.701, -3.758, -4.849], [-0.726, -1.716, -1.831], [0.051, -0.839, -2.289], [-1.058, -1.642, -0.620], [-3.556, -5.316, -2.463], [-2.354, -3.670, -1.044], [-0.340, -2.143, -4.485], [-1.538, -3.772, -5.917]], "total_charge": 1, "lumo_ha": [-0.2527, -0.2527], "relative_energy_kcal_mol": 75.9}

# 4
{"formula": "C19H19IPPdS2", "method": "wB97M-V/def2-TZVPD", "species": ["Pd", "I", "C", "C", "C", "C", "C", "C", "C", "C", "C", "C", "H", "H", "H", "H", "H", "H", "S", "C", "C", "C", "C", "C", "C", "S", "H", "H", "H", "H", "C", "P", "C", "C", "H", "H", "H", "H", "H", "H", "H", "H", "H"], "positions_angstrom": [[0.181, 0.302, 0.797], [2.531, 0.194, 1.808], [3.295, 1.576, 0.447], [4.572, 2.023, 0.584], [5.080, 2.903, -0.394], [4.301, 3.247, -1.459], [2.979, 2.758, -1.602], [2.211, 3.083, -2.744], [0.957, 2.578, -2.879], [0.401, 1.771, -1.860], [1.068, 1.436, -0.709], [2.419, 1.914, -0.604], [5.194, 1.713, 1.413], [6.087, 3.282, -0.298], [4.689, 3.903, -2.228], [2.642, 3.724, -3.503], [0.364, 2.803, -3.755], [-0.618, 1.450, -2.045], [-3.665, 0.254, 0.740], [-3.547, -0.856, -0.634], [-4.328, -1.869, -1.154], [-3.816, -2.529, -2.267], [-2.584, -2.188, -2.824], [-1.808, -1.160, -2.299], [-2.332, -0.511, -1.201], [-1.851, 0.865, -0.172], [-5.283, -2.142, -0.727], [-4.389, -3.333, -2.710], [-2.224, -2.734, -3.684], [-0.849, -0.900, -2.727], [-1.704, -0.572, 3.739], [-0.652, -1.244, 2.421], [0.620, -2.125, 3.384], [-1.573, -2.631, 1.698], [-2.004, -1.368, 4.421], [-2.594, -0.105, 3.325], [-1.141, 0.179, 4.295], [0.144, -2.865, 4.028], [1.172, -1.429, 4.018], [1.316, -2.637, 2.720], [-1.900, -3.313, 2.484], [-0.920, -3.169, 1.009], [-2.440, -2.278, 1.147]], "total_charge": 1, "lumo_ha": -0.1427, "relative_energy_kcal_mol": 5.4}

Molecular weight for the records above, in order: 570.481; 387.119; 699.390; 575.793 g mol⁻¹